--- P ---
Entry from OMol25: 9 unconnected molecules or ions with the total composition H18O9 (ωB97M-V/def2-TZVPD).

Charge: 0
SMILES: O.O.O.O.O.O.O.O.O
Orbital gap, eV: 10.0
HOMO energy, eV: -10.06

The geometry in XYZ format:
```
27
H18O9 ωB97M-V/def2-TZVPD
O -0.737 0.986 -0.356
H -1.294 1.105 0.421
H -0.019 0.423 -0.047
O 3.256 -2.491 -0.740
H 3.564 -1.618 -1.011
H 4.067 -2.999 -0.621
O -3.203 -2.921 0.009
H -2.605 -3.221 0.702
H -3.904 -2.462 0.486
O -1.740 -1.842 -1.070
H -2.702 -1.789 -1.116
H -1.441 -1.008 -1.451
O 0.298 -1.076 1.392
H -0.050 -0.398 1.982
H 0.238 -1.889 1.907
O 4.001 1.302 -1.014
H 3.613 1.496 -0.153
H 3.959 2.142 -1.485
O 2.901 -0.281 1.143
H 3.605 -0.893 0.901
H 2.123 -0.629 0.692
O -5.719 2.102 -0.229
H -5.050 1.616 -0.724
H -5.682 1.719 0.654
O 0.952 4.100 0.274
H 1.513 4.274 -0.491
H 0.057 4.250 -0.053
```

--- Q ---
Entry from OMol25: 9 unconnected molecules or ions with the total composition H18O9 (ωB97M-V/def2-TZVPD).

Charge: 0
SMILES: O.O.O.O.O.O.O.O.O
Orbital gap, eV: 10.4
HOMO energy, eV: -10.61

The geometry in XYZ format:
```
27
H18O9 ωB97M-V/def2-TZVPD
O -9.755 14.535 -3.863
H -10.610 14.299 -4.227
H -9.221 13.856 -4.332
O -9.377 16.111 -1.739
H -10.094 16.381 -1.127
H -9.611 15.340 -2.281
O -8.736 16.000 -6.061
H -9.146 15.521 -6.779
H -9.059 15.638 -5.195
O -12.859 14.660 -2.407
H -12.645 15.531 -2.770
H -12.175 14.331 -1.867
O -8.500 15.856 1.289
H -8.689 16.808 1.224
H -8.476 15.450 0.444
O -11.070 13.864 -0.571
H -10.112 13.870 -0.411
H -11.398 13.262 0.055
O -11.395 16.780 -0.075
H -11.724 15.903 -0.036
H -11.947 17.428 0.351
O -6.297 16.516 -3.308
H -7.149 16.515 -2.858
H -6.132 17.423 -3.584
O -9.578 17.832 -3.887
H -9.491 17.292 -3.124
H -9.364 17.263 -4.569
```

Stability summary - winner: Q; margin: 1.344 eV.